# 1
This record from the Open Molecules 2025 dataset describes a structure of composition C62H48AuN2O2P3. The level of theory is ωB97M-V/def2-TZVPD.

CARTESIAN COORDINATES (ANGSTROEM)
Au: 0.209 0.038 0.054
P: -0.082 -2.532 0.257
P: 2.663 -0.007 0.129
P: -0.103 2.662 -0.020
O: 2.714 2.905 -0.266
O: -2.417 0.684 -1.189
N: -1.604 0.774 3.935
N: -0.768 -0.944 2.785
C: -0.328 -4.974 3.544
C: 0.442 -1.951 6.169
C: -0.131 -3.460 -3.701
C: -1.903 -2.593 0.132
C: 2.950 5.388 -0.253
C: 1.854 -5.267 2.580
C: 0.860 4.225 -0.059
C: 0.907 -5.606 3.538
C: 4.344 -3.523 -1.241
C: -0.902 0.023 4.852
C: 0.318 -4.771 -3.770
C: 0.174 -3.475 -1.304
C: -0.631 -4.018 2.587
C: 4.089 1.061 -0.303
C: -2.582 -3.801 0.262
C: -1.892 3.618 -2.005
C: -0.866 3.724 2.393
C: 3.917 -3.494 -2.561
C: -1.738 4.110 3.398
C: -0.380 -1.059 4.120
C: -1.954 -0.214 -0.575
C: -1.350 3.123 1.226
C: 1.552 -4.320 1.615
C: -0.077 2.201 -2.722
C: 3.273 -1.166 2.665
C: 0.293 -3.717 1.587
C: -0.073 -0.857 6.876
C: 3.117 -1.503 -0.788
C: -2.619 -1.468 -0.266
C: 2.872 -0.061 1.924
C: -0.520 2.292 -4.032
C: 0.882 6.628 -0.107
C: -4.015 -1.519 -0.415
C: 2.262 6.591 -0.209
C: 3.105 -2.462 -3.005
C: 2.648 1.164 2.562
C: 3.966 -2.523 -0.359
C: -0.739 0.162 6.225
C: 2.246 4.191 -0.205
C: -3.957 -3.855 0.107
C: 2.893 1.298 3.915
C: 0.585 -4.803 -1.377
C: 5.327 0.436 -0.435
C: 5.136 3.189 -0.663
C: -1.510 0.134 2.748
C: 0.330 -2.052 4.797
C: 3.379 0.215 4.636
C: -4.678 -2.707 -0.206
C: -2.716 2.865 1.110
C: 6.472 1.185 -0.631
C: 6.365 2.558 -0.752
C: 2.693 -1.483 -2.118
C: 3.549 -1.011 4.015
C: -3.101 3.865 3.269
C: 3.986 2.451 -0.416
C: -1.665 3.018 -4.325
C: -0.779 2.840 -1.703
C: -3.583 3.236 2.129
C: -0.198 -2.816 -2.478
C: -2.341 3.687 -3.314
C: 0.668 -5.440 -2.608
C: 0.183 5.439 -0.022
H: 7.248 3.158 -0.924
H: 2.723 2.246 4.408
H: 0.767 -2.884 4.267
H: -1.142 1.013 6.758
H: -4.469 -4.802 0.218
H: -1.057 -5.213 4.307
H: -2.028 -4.705 0.473
H: -2.112 1.625 4.116
H: -5.752 -2.752 -0.316
H: -1.354 4.616 4.274
H: 0.950 -2.734 6.717
H: -2.430 4.140 -1.225
H: -2.033 3.064 -5.341
H: 4.226 -4.273 -3.245
H: -3.106 2.396 0.219
H: 2.047 -0.680 -2.458
H: 0.353 7.571 -0.099
H: 7.435 0.696 -0.686
H: 3.366 -2.139 2.207
H: 2.823 7.513 -0.260
H: 4.019 5.437 -0.325
H: 0.381 -5.276 -4.725
H: 2.797 -2.421 -4.039
H: 0.812 1.627 -2.482
H: -4.551 -0.627 -0.713
H: -3.224 4.268 -3.544
H: 0.987 -6.473 -2.651
H: 5.001 -4.313 -0.903
H: 1.142 -6.343 4.294
H: -0.560 -1.793 -2.431
H: 2.285 -4.059 0.864
H: 3.598 0.325 5.689
H: 2.825 -5.745 2.580
H: -1.577 -3.498 2.626
H: 5.113 4.252 -0.803
H: 0.196 3.899 2.510
H: 0.023 1.795 -4.826
H: -4.645 3.055 2.021
H: 0.820 -5.365 -0.486
H: 3.915 -1.855 4.583
H: -0.439 -2.945 -4.601
H: 0.045 -0.813 7.950
H: -0.894 5.449 0.072
H: 2.283 2.010 1.989
H: -3.781 4.163 4.056
H: 4.369 -2.524 0.645
H: -2.069 0.472 1.891
H: 5.400 -0.637 -0.364

calculated total energy = -103693.515 eV
charge = +2
strongest force on any atom = 0.80 eV/A
gap between HOMO and LUMO (alpha / beta) = 6.3940 / 4.5671 eV
molar mass = 1143.0 g mol⁻¹
energy above the lowest of the compared OMol25 structures with the same formula, charge and spin = 0.0 kJ/mol
⟨S²⟩ = 2.02
highest occupied orbital energy (alpha / beta) = -11.758 / -12.763 eV
spin multiplicity = 3

Atomic partial charges in e from the Mulliken method, atoms 1 to 4: number 1, Au, carries 1.068; number 2, P, carries 1.042; number 3, P, carries 0.875; number 4, P, carries 0.975

# 2
This record from the Open Molecules 2025 dataset describes a structure of composition C62H50KN6P. The level of theory is ωB97M-V/def2-TZVPD.

CARTESIAN COORDINATES (ANGSTROEM)
K: 0.442 -0.842 -0.048
P: 0.215 3.016 -1.075
N: -1.190 1.149 0.478
N: 2.171 1.340 0.146
N: -0.185 2.165 -3.706
N: 2.429 3.508 0.485
N: 0.330 0.502 -2.352
N: -2.255 3.072 0.281
C: 3.644 -0.903 1.326
C: -0.383 3.516 -4.207
C: 6.150 -0.459 2.389
C: 4.121 0.403 1.397
C: 2.590 -5.073 3.672
C: -4.390 2.632 1.545
C: 1.758 -2.944 4.355
C: 5.257 4.194 4.183
C: -3.079 2.236 1.006
C: 1.224 -2.749 3.093
C: -4.685 2.377 2.883
C: 1.684 2.535 -0.115
C: 3.284 1.532 0.928
C: -0.781 -2.099 -4.664
C: -1.103 0.865 -8.625
C: -3.695 -6.029 1.540
C: -1.927 -0.960 2.479
C: -2.400 1.044 1.101
C: 0.874 -3.467 0.739
C: 6.219 5.010 3.604
C: -5.363 3.219 0.738
C: -2.540 -4.781 -0.160
C: -6.600 3.562 1.263
C: 0.134 -1.468 -3.823
C: -3.664 -5.471 0.269
C: -4.078 -0.772 1.424
C: 5.644 -1.752 2.341
C: 5.374 4.449 1.424
C: 0.060 0.295 -8.127
C: 1.328 -3.723 2.074
C: -2.267 -2.215 2.962
C: 2.043 -4.895 2.415
C: -1.988 1.495 -7.761
C: -5.924 2.712 3.404
C: -4.425 -2.019 1.922
C: -2.529 4.459 -0.062
C: 4.353 3.510 3.386
C: -1.470 -5.181 1.939
C: 0.195 -4.239 -4.153
C: 4.388 -1.972 1.799
C: 2.452 -4.108 4.666
C: -2.588 -5.880 2.368
C: -1.130 2.364 -0.026
C: 0.082 -0.011 -3.592
C: -0.261 -3.842 0.140
C: 3.446 2.880 1.164
C: -0.542 0.989 -5.897
C: 1.079 -2.243 -3.152
C: -0.746 -3.475 -4.831
C: 4.406 3.630 1.999
C: 5.401 0.608 1.920
C: 0.341 0.359 -6.771
C: -6.883 3.310 2.597
C: -3.520 -2.743 2.685
C: -0.239 1.012 -4.456
C: 6.276 5.138 2.223
C: 1.106 -3.619 -3.310
C: 0.164 1.804 -2.434
C: -2.825 -0.234 1.701
C: -1.420 -4.618 0.660
C: 2.170 4.939 0.474
C: -1.711 1.552 -6.403
H: 1.800 -1.767 -2.497
H: -2.520 -4.349 -1.156
H: -1.469 -3.954 -5.478
H: 5.431 4.528 0.345
H: 0.294 4.196 -3.697
H: -5.162 3.386 -0.313
H: -1.322 0.815 -9.683
H: 2.876 5.421 1.143
H: 6.226 -2.583 2.720
H: 7.138 -0.277 2.793
H: 1.245 -0.089 -6.377
H: -0.411 -3.575 -0.914
H: -7.348 4.014 0.624
H: 6.925 5.542 4.227
H: 7.029 5.767 1.766
H: -1.536 -1.513 -5.174
H: -3.938 1.906 3.509
H: -2.417 2.020 -5.728
H: 1.648 -2.166 5.102
H: -4.517 -5.577 -0.391
H: -0.169 3.529 -5.273
H: -5.391 -2.445 1.683
H: -1.540 -2.787 3.524
H: -3.070 4.534 -1.005
H: -3.128 4.907 0.727
H: 0.751 -0.202 -8.795
H: -7.850 3.571 3.006
H: -2.595 -6.315 3.361
H: 5.213 4.086 5.259
H: -1.589 4.996 -0.151
H: 3.967 -2.968 1.748
H: 0.741 -1.804 2.868
H: -0.948 -0.546 2.688
H: 3.611 2.859 3.831
H: -2.902 1.932 -8.143
H: -6.142 2.505 4.443
H: 2.290 5.348 -0.528
H: -1.409 3.850 -4.049
H: -3.781 -3.731 3.040
H: 2.879 -4.255 5.649
H: 0.208 -5.315 -4.269
H: -0.624 -5.071 2.602
H: 3.131 -5.989 3.885
H: 1.160 5.146 0.825
H: 5.826 1.600 1.956
H: 2.162 -5.662 1.658
H: -4.768 -0.223 0.795
H: 1.825 -4.204 -2.751
H: -4.566 -6.575 1.879
H: 2.686 -1.114 0.879

calculated total energy = -99661.471 eV
strongest force on any atom = 0.42 eV/A
gap between HOMO and LUMO = 5.2625 eV
molar mass = 949.2 g mol⁻¹
energy above the lowest of the compared OMol25 structures with the same formula, charge and spin = 0.0 kJ/mol
highest occupied orbital energy = -5.281 eV

Atomic partial charges in e from the Mulliken method, atoms 1 to 4: number 1, K, carries 1.463; number 2, P, carries -0.569; number 3, N, carries 0.311; number 4, N, carries -0.011

# 3
This record from the Open Molecules 2025 dataset describes a structure of composition C62H52I2N3NaO3P2S2Se2 at a distorted geometry. The level of theory is ωB97M-V/def2-TZVPD.

CARTESIAN COORDINATES (ANGSTROEM)
I: 5.933 -0.561 -3.080
I: 3.090 -2.220 -4.892
Se: 1.943 -3.663 -0.744
Se: -4.130 -4.454 0.606
S: 1.283 1.601 -1.127
S: 3.280 0.415 0.925
P: -4.020 -2.829 -0.750
P: -0.129 -3.974 -0.836
Na: 1.217 -1.037 0.120
O: 2.751 1.868 -1.142
O: 0.892 -1.163 2.250
O: 3.436 -1.070 1.009
N: -1.195 -0.427 -1.648
N: -2.424 -0.794 -1.441
N: -0.354 -1.401 -1.377
C: 6.272 3.086 0.883
C: -5.179 -1.535 -0.193
C: -1.081 -4.854 2.987
C: 1.895 1.895 2.766
C: -0.564 5.398 -2.942
C: 2.372 1.617 5.210
C: -1.145 5.517 1.921
C: -4.641 -3.231 -2.402
C: -7.140 0.294 0.522
C: 5.030 2.488 0.874
C: -4.828 -0.224 0.110
C: -5.308 -4.432 -2.648
C: -0.344 6.413 2.593
C: -0.107 -5.655 -4.536
C: -2.344 -5.849 -3.669
C: 6.075 0.320 0.904
C: 7.431 2.314 0.932
C: 2.005 1.834 6.550
C: -1.072 -2.465 -0.955
C: 1.139 4.346 -1.595
C: -0.745 -4.186 1.825
C: -1.441 3.285 0.874
C: -0.483 2.996 -2.746
C: 0.947 6.053 2.969
C: -1.434 -6.036 -4.700
C: 0.615 3.099 -1.903
C: -5.591 -3.802 -4.945
C: -0.689 -4.885 0.624
C: -1.064 4.140 -3.258
C: -6.515 -1.929 -0.114
C: 1.525 2.092 4.168
C: -2.423 -2.067 -1.001
C: 3.967 -0.853 -2.297
C: -7.488 -1.022 0.244
C: 0.270 2.590 4.545
C: -4.463 -2.308 -3.439
C: 0.612 3.848 2.036
C: 0.550 5.483 -2.110
C: 1.143 2.529 1.745
C: 2.952 0.970 2.570
C: -5.812 0.682 0.461
C: -1.358 -6.211 2.947
C: -0.762 2.262 0.273
C: 0.588 1.953 0.532
C: -0.087 2.753 5.869
C: 0.800 2.408 6.881
C: -1.942 -5.277 -2.480
C: 3.532 0.869 4.899
C: 7.319 0.931 0.939
C: 4.940 1.105 0.897
C: 8.772 2.987 0.957
C: 1.415 4.785 2.693
C: -0.932 -6.251 0.587
C: -1.283 -6.906 1.752
C: -4.934 -2.600 -4.697
C: -5.777 -4.712 -3.911
C: -0.686 4.231 1.615
C: 2.906 -0.750 -3.343
C: 3.760 0.504 3.595
C: -1.193 6.649 -3.488
C: -0.608 -4.890 -2.317
C: 0.304 -5.076 -3.354
H: -0.716 7.403 2.824
H: -5.534 1.702 0.689
H: 3.821 -0.056 -1.573
H: -2.485 3.470 0.664
H: 1.931 -0.922 -2.890
H: 8.212 0.321 0.965
H: 4.573 -0.158 3.336
H: 1.998 4.406 -0.943
H: 2.685 1.509 7.329
H: 2.413 4.498 3.001
H: -5.958 -4.025 -5.938
H: -0.868 -6.783 -0.354
H: 8.767 3.816 1.664
H: -3.795 0.084 0.052
H: -0.587 7.053 -4.301
H: 9.556 2.286 1.238
H: -7.904 1.013 0.788
H: -0.452 2.848 3.787
H: -2.644 -5.138 -1.667
H: -6.293 -5.646 -4.100
H: -1.928 4.056 -3.905
H: -4.795 -1.890 -5.501
H: -0.886 2.019 -2.972
H: -5.436 -5.137 -1.836
H: 4.122 3.070 0.842
H: 5.970 -0.756 0.899
H: -6.771 -2.960 -0.324
H: -1.266 7.412 -2.714
H: 3.970 -1.814 -1.785
H: 9.007 3.387 -0.030
H: -1.239 1.682 -0.506
H: 6.355 4.164 0.860
H: 1.334 -4.772 -3.214
H: 0.948 6.454 -1.852
H: 1.582 6.763 3.486
H: -1.636 -6.729 3.855
H: -2.191 6.446 -3.874
H: 0.845 -0.399 2.840
H: -8.523 -1.332 0.307
H: -3.951 -1.376 -3.230
H: -0.541 -3.120 1.834
H: -1.510 -7.964 1.724
H: 4.183 0.536 5.694
H: -1.140 -4.312 3.921
H: -3.377 -6.138 -3.800
H: 1.826 -1.422 2.285
H: -1.064 3.148 6.114
H: 0.606 -5.796 -5.338
H: -2.148 5.794 1.616
H: 0.531 2.556 7.920
H: 2.920 0.217 -3.842
H: -1.757 -6.481 -5.632

calculated total energy = -267310.767 eV
charge = -2
strongest force on any atom = 2.51 eV/A
gap between HOMO and LUMO = 3.0455 eV
molar mass = 1447.9 g mol⁻¹
energy above the lowest of the compared OMol25 structures with the same formula, charge and spin = 84.9 kJ/mol
highest occupied orbital energy = 0.276 eV

Atomic partial charges in e from the Mulliken method, atoms 1 to 4: number 1, I, carries -0.023; number 2, I, carries -0.048; number 3, Se, carries -0.597; number 4, Se, carries -0.169

# 4
This record from the Open Molecules 2025 dataset describes a structure of composition C62H53O7P3SeSiY at a distorted geometry. The level of theory is ωB97M-V/def2-TZVPD.

CARTESIAN COORDINATES (ANGSTROEM)
Y: 0.580 0.134 1.217
Se: 1.856 0.166 4.036
P: 1.815 -2.371 -0.815
P: -2.789 -0.073 -0.229
P: 1.903 2.478 0.017
Si: 0.061 0.264 -1.709
O: 1.832 1.283 2.770
O: -0.337 -2.188 1.552
O: 1.538 0.847 5.466
O: 3.283 -0.654 3.954
O: -1.214 2.825 0.052
O: 3.117 -0.820 1.348
O: 0.666 -0.878 3.477
C: -3.115 -2.491 -1.696
C: -4.514 2.005 0.400
C: -3.277 -3.869 -1.814
C: 0.508 -3.602 -4.519
C: -2.822 0.619 -1.921
C: -6.233 0.562 2.011
C: 0.217 -1.328 -2.838
C: 2.531 2.256 -4.526
C: -4.013 1.609 -3.779
C: -4.325 0.623 0.517
C: 1.770 -5.427 1.871
C: 0.887 5.560 2.473
C: -3.185 -1.863 -0.455
C: 5.299 -1.513 -2.723
C: -1.608 1.676 -3.693
C: 4.432 -3.587 -1.091
C: 6.173 -2.549 -2.404
C: -3.994 -0.478 6.129
C: -3.418 -2.665 0.671
C: -5.545 2.650 1.066
C: 3.557 -2.552 -1.389
C: 0.001 -5.906 0.320
C: 0.981 -2.443 -2.447
C: -4.940 0.517 6.350
C: 0.471 6.562 1.606
C: -2.084 0.934 3.251
C: 5.810 1.269 -0.111
C: -0.423 -1.424 -4.092
C: 5.774 3.160 1.364
C: -4.018 0.925 -2.575
C: 4.009 -1.520 -2.219
C: -3.036 0.807 4.319
C: 1.355 4.350 1.974
C: 3.724 2.425 0.320
C: -3.983 1.806 4.554
C: 2.776 3.443 -2.464
C: 6.480 2.146 0.738
C: -1.289 0.951 2.325
C: -3.529 -4.645 -0.693
C: -3.601 -4.035 0.556
C: -6.409 1.930 1.884
C: 3.048 3.336 -3.814
C: -3.047 -0.335 5.125
C: 5.732 -3.583 -1.592
C: 0.523 6.351 0.234
C: -1.574 0.951 -2.493
C: 4.448 1.415 -0.316
C: -2.798 2.009 -4.322
C: -5.203 -0.084 1.333
C: 0.995 5.144 -0.267
C: 0.347 -4.785 -0.427
C: 1.717 1.335 -3.892
C: -0.292 -2.532 -4.913
C: 4.404 3.299 1.156
C: 1.372 1.443 -2.531
C: 0.715 -6.237 1.463
C: 1.955 2.510 -1.818
C: -4.926 1.660 5.561
C: 2.106 -4.304 1.131
C: 1.427 4.141 0.596
C: 1.140 -3.547 -3.293
C: 1.415 -3.981 -0.041
H: -2.910 -1.905 -2.585
H: 0.094 7.499 1.998
H: -5.108 -1.156 1.449
H: 5.620 -0.701 -3.366
H: 1.631 3.551 2.655
H: 6.283 3.847 2.028
H: 6.342 0.467 -0.611
H: -1.622 3.697 0.083
H: -3.784 -4.629 1.443
H: -0.841 -6.514 0.008
H: -5.677 0.406 7.136
H: -3.665 -5.716 -0.787
H: 3.685 4.064 -4.302
H: 6.400 -4.400 -1.344
H: -3.977 2.688 3.927
H: 3.281 -0.912 2.339
H: -5.654 2.445 5.727
H: -1.398 2.436 0.931
H: -3.201 -4.332 -2.791
H: -1.148 -2.697 1.653
H: -3.446 -2.208 1.657
H: -4.946 1.846 -4.276
H: -4.963 0.645 -2.121
H: 1.003 4.979 -1.336
H: 3.867 4.090 1.662
H: -2.777 2.576 -5.247
H: -7.205 2.432 2.420
H: 3.938 0.736 -0.987
H: 0.444 -7.111 2.043
H: 7.183 -2.552 -2.793
H: -6.888 -0.015 2.652
H: -0.806 -2.557 -5.867
H: -3.845 2.580 -0.229
H: -5.669 3.721 0.950
H: 7.543 2.036 0.908
H: -1.045 -0.608 -4.437
H: -0.246 -4.525 -1.296
H: 2.769 2.134 -5.577
H: 0.828 5.705 3.545
H: 2.316 -5.653 2.777
H: -2.287 -1.089 4.964
H: -3.988 -1.368 6.746
H: 0.014 -2.048 2.466
H: 4.110 -4.409 -0.463
H: 0.187 7.121 -0.450
H: 1.334 0.497 -4.465
H: 3.328 -0.721 -2.500
H: 0.631 -4.466 -5.162
H: -0.679 1.994 -4.153
H: 2.890 -3.644 1.488
H: 1.768 -4.374 -2.976
H: 3.836 -0.229 1.089
H: 3.242 4.237 -1.889

calculated total energy = -181623.692 eV
charge = -1
strongest force on any atom = 1.12 eV/A
gap between HOMO and LUMO = 6.7112 eV
molar mass = 1199.0 g mol⁻¹
highest occupied orbital energy = -4.371 eV

Atomic partial charges in e from the Mulliken method, atoms 1 to 4: number 1, Y, carries -0.934; number 2, Se, carries 0.873; number 3, P, carries 1.989; number 4, P, carries 2.208

> Which of these has the lowest strongest force on any atom?

C62H50KN6P

> Among the records above, which one has the lowest molar mass?

C62H50KN6P

> What is the strongest force on any atom in the fourth record?

1.12 eV/A

> calculated total energy of number 1 (C62H48AuN2O2P3)?

-103693.515 eV